No. 1
{"formula": "C26H25MnN7OS2", "method": "ωB97M-V with the def2-TZVPD basis set", "species": ["Mn", "C", "C", "N", "N", "C", "O", "C", "C", "C", "C", "C", "C", "C", "C", "C", "C", "C", "N", "H", "H", "H", "H", "H", "H", "H", "H", "H", "H", "H", "H", "S", "C", "C", "C", "C", "N", "C", "C", "C", "S", "C", "N", "H", "H", "N", "C", "C", "N", "C", "C", "H", "H", "H", "H", "H", "H", "H", "H", "H", "H", "H"], "positions_angstrom": [[-0.478, -0.217, -0.238], [-3.517, 2.305, 1.336], [-2.427, 1.322, 1.107], [-1.655, 1.330, 0.085], [-1.704, 2.309, -0.881], [-0.759, 2.050, -1.760], [0.038, 1.033, -1.681], [-0.605, 2.958, -2.919], [0.438, 2.744, -3.816], [0.604, 3.586, -4.905], [-0.278, 4.640, -5.103], [-1.326, 4.850, -4.216], [-1.492, 4.012, -3.125], [-2.133, 0.224, 2.065], [-2.949, -0.065, 3.137], [-2.580, -1.094, 4.000], [-1.403, -1.779, 3.772], [-0.640, -1.436, 2.664], [-0.996, -0.468, 1.827], [-3.427, 3.130, 0.636], [-3.504, 2.684, 2.358], [-4.479, 1.811, 1.172], [1.097, 1.901, -3.662], [1.410, 3.414, -5.606], [-0.154, 5.294, -5.956], [-2.018, 5.665, -4.379], [-2.306, 4.163, -2.430], [-3.861, 0.493, 3.290], [-3.211, -1.349, 4.841], [-1.076, -2.576, 4.424], [0.274, -1.962, 2.419], [-2.189, -1.562, -1.105], [-1.715, -3.003, -0.210], [-2.678, -3.909, 0.230], [-2.325, -5.054, 0.930], [-3.361, -5.932, 1.414], [-4.197, -6.609, 1.817], [-0.977, -5.327, 1.185], [-0.010, -4.434, 0.743], [-0.366, -3.275, 0.069], [0.887, -2.115, -0.396], [-0.569, -6.491, 1.930], [-0.235, -7.400, 2.548], [-3.723, -3.711, 0.033], [1.032, -4.643, 0.947], [5.130, 0.904, -0.107], [4.543, 0.958, 1.286], [3.096, 1.418, 1.185], [2.307, 0.591, 0.289], [2.885, 0.538, -1.046], [4.316, 0.031, -1.039], [6.097, 0.580, -0.071], [5.156, 1.852, -0.489], [5.169, 1.624, 1.878], [4.616, -0.055, 1.682], [3.067, 2.452, 0.823], [2.659, 1.421, 2.183], [2.205, -0.350, 0.666], [2.840, 1.543, -1.479], [2.287, -0.101, -1.693], [4.792, 0.071, -2.017], [4.379, -0.983, -0.643]], "s_squared": 6.12, "total_energy_ha": -3411.502205, "spin_multiplicity": 5, "charge": 1, "homo_lumo_gap_ev": [6.2, 6.8]}

No. 2
{"formula": "C9H11NO3", "method": "ωB97M-V with the def2-TZVPD basis set", "species": ["C", "C", "C", "C", "C", "C", "C", "C", "C", "H", "H", "H", "H", "H", "H", "H", "H", "H", "H", "H", "N", "O", "O", "O"], "positions_angstrom": [[-2.038, -0.417, 0.549], [-2.583, 0.365, -0.521], [-0.811, -1.147, -0.007], [0.489, -0.427, -0.109], [0.833, 0.271, -1.229], [1.391, -0.465, 0.965], [2.103, 0.899, -1.385], [2.582, 0.262, 0.896], [2.893, 0.853, -0.306], [-3.680, -1.603, 0.326], [-3.540, -1.075, 1.825], [-1.728, 0.262, 1.444], [-1.196, -1.338, -1.004], [-0.812, -2.005, 0.712], [0.146, 0.213, -2.130], [1.185, -1.171, 1.771], [2.381, 1.425, -2.307], [3.313, 0.217, 1.693], [4.616, 1.671, 0.417], [-1.335, 1.688, -0.118], [-2.997, -1.419, 1.063], [-3.340, -0.085, -1.427], [4.192, 1.415, -0.413], [-2.063, 1.610, -0.704]], "total_energy_ha": -630.007763, "charge": 0, "homo_lumo_gap_ev": 9.7, "smiles": "N[C@@H](Cc1ccc(O)cc1)C(=O)O"}

No. 3
{"formula": "C10H24MgN4OP2S", "method": "ωB97M-V with the def2-TZVPD basis set", "species": ["Mg", "P", "P", "N", "N", "H", "H", "H", "C", "H", "C", "H", "H", "C", "C", "C", "C", "H", "H", "H", "H", "H", "H", "H", "C", "C", "C", "O", "H", "H", "H", "H", "H", "H", "H", "N", "C", "N", "S", "H", "H", "H", "H"], "positions_angstrom": [[-0.205, 0.149, -0.207], [-2.161, -1.831, 1.061], [-0.006, 2.871, 0.459], [0.612, -1.910, -0.406], [1.736, 0.609, -0.899], [2.291, -2.583, -1.613], [3.608, -0.316, -0.919], [2.811, -2.141, 0.000], [2.108, -1.866, -0.806], [2.673, -0.522, -2.404], [2.584, -0.509, -1.299], [0.428, -3.951, -0.582], [3.132, 2.077, -1.477], [-0.058, -2.970, -0.345], [2.169, 1.837, -0.972], [-1.576, -3.178, -0.123], [1.472, 2.973, -0.518], [-1.754, -4.042, 0.517], [1.916, 3.942, -0.734], [-0.698, 3.948, -0.212], [0.446, 3.581, 1.624], [-3.467, -1.722, 0.560], [-2.703, -2.698, 2.061], [0.269, 1.273, -3.556], [-0.732, 0.998, -3.187], [-1.576, 2.245, -3.497], [-1.008, -0.353, -3.919], [-0.869, 0.896, -1.819], [-1.438, 2.764, -4.451], [-2.636, 1.979, -3.412], [-1.384, 3.009, -2.741], [-0.391, -1.159, -3.527], [-2.039, -0.690, -3.816], [-0.838, -0.340, -5.007], [-2.197, -3.328, -1.040], [-0.389, -0.995, 3.959], [0.126, 0.143, 3.489], [-0.040, 1.223, 4.257], [1.032, 0.228, 2.064], [-0.741, -1.067, 4.898], [-0.372, -1.849, 3.401], [0.309, 2.102, 3.930], [-0.418, 1.149, 5.192]], "s_squared": 0.78, "total_energy_ha": -1970.452640, "spin_multiplicity": 2, "charge": 1, "homo_lumo_gap_ev": [8.2, 6.3]}

No. 4
{"formula": "H26O13", "method": "ωB97M-V with the def2-TZVPD basis set", "species": ["H", "H", "H", "H", "H", "H", "H", "H", "H", "H", "H", "H", "H", "H", "H", "H", "H", "H", "H", "H", "H", "H", "H", "H", "H", "H", "O", "O", "O", "O", "O", "O", "O", "O", "O", "O", "O", "O", "O"], "positions_angstrom": [[0.462, -0.220, 0.472], [-0.595, 0.625, 1.018], [-1.192, 2.272, 2.936], [-2.672, 2.006, 2.762], [3.648, 0.343, -0.214], [4.222, 0.101, -1.673], [-2.560, 2.010, -2.711], [-3.444, 1.650, -3.799], [2.670, 3.728, -0.963], [2.994, 2.741, 0.009], [1.389, -1.729, -0.239], [0.139, -2.603, -0.275], [-3.324, -2.506, 0.427], [-3.058, -3.944, 0.219], [-2.221, -1.936, -2.575], [-1.309, -1.599, -1.430], [0.778, 3.290, -1.386], [1.075, 4.376, -0.376], [2.894, 1.373, 2.389], [4.029, 0.474, 2.309], [3.774, -4.073, -1.239], [3.363, -2.793, -0.836], [-3.999, 1.572, 0.721], [-3.857, 0.172, 1.356], [-1.273, -0.849, 1.476], [-2.508, -1.281, 2.078], [0.061, 0.582, 0.232], [-1.781, 1.531, 2.727], [4.134, -0.296, -0.841], [-3.398, 1.564, -2.859], [2.442, 2.834, -0.803], [0.556, -1.928, 0.290], [-3.192, -3.210, -0.300], [-1.336, -2.232, -2.155], [0.531, 4.150, -1.128], [3.041, 0.502, 2.087], [3.947, -3.519, -0.502], [-3.383, 0.842, 0.921], [-1.550, -1.219, 2.273]], "total_energy_ha": -993.581585, "charge": 0, "homo_lumo_gap_ev": 10.4}

No. 5
{"formula": "C14H37O11P2", "method": "ωB97M-V with the def2-TZVPD basis set", "species": ["O", "P", "O", "O", "P", "O", "C", "C", "O", "H", "H", "H", "H", "H", "H", "H", "H", "H", "C", "O", "C", "C", "O", "C", "C", "O", "C", "H", "H", "H", "H", "H", "H", "H", "H", "H", "H", "H", "H", "H", "H", "C", "O", "C", "C", "O", "C", "C", "O", "C", "H", "H", "H", "H", "H", "H", "H", "H", "H", "H", "H", "H", "H", "H"], "positions_angstrom": [[6.300, 0.874, -2.745], [6.078, 2.049, -1.894], [6.104, 3.368, -2.840], [4.536, 2.110, -1.382], [7.447, 2.265, -0.106], [8.204, 3.698, -0.703], [8.015, 4.757, 0.187], [6.576, 4.659, 0.662], [6.223, 3.311, 0.622], [6.083, 4.151, -2.261], [4.482, 1.630, -0.533], [8.257, 2.310, 1.098], [8.393, 1.418, -0.755], [6.708, 1.133, 0.442], [8.224, 5.672, -0.357], [8.697, 4.693, 1.034], [6.442, 5.008, 1.683], [5.956, 5.275, 0.005], [1.629, 0.493, -0.940], [1.225, -0.071, 0.295], [1.961, 0.483, 1.371], [1.372, 0.048, 2.692], [0.237, 0.810, 3.093], [-0.981, 0.490, 2.445], [-1.671, -0.734, 3.002], [-1.097, -1.915, 2.471], [-1.571, -3.065, 3.126], [2.692, 0.329, -1.122], [1.060, 0.005, -1.729], [1.423, 1.568, -0.965], [1.952, 1.578, 1.312], [3.004, 0.138, 1.311], [2.120, 0.221, 3.468], [1.141, -1.019, 2.674], [-0.837, 0.390, 1.367], [-1.636, 1.346, 2.623], [-2.737, -0.700, 2.730], [-1.586, -0.737, 4.097], [-1.291, -3.058, 4.187], [-1.112, -3.930, 2.649], [-2.662, -3.151, 3.043], [-2.245, -2.690, -0.686], [-3.652, -2.626, -0.821], [-4.231, -1.855, 0.211], [-5.691, -1.593, -0.075], [-5.910, -0.515, -0.975], [-5.724, -0.803, -2.352], [-6.903, -1.496, -2.993], [-6.877, -2.887, -2.725], [-8.066, -3.519, -3.129], [-1.959, -3.124, 0.275], [-1.864, -3.317, -1.489], [-1.797, -1.694, -0.771], [-3.703, -0.898, 0.308], [-4.142, -2.402, 1.163], [-6.164, -1.283, 0.859], [-6.185, -2.503, -0.422], [-4.806, -1.370, -2.517], [-5.612, 0.171, -2.834], [-6.865, -1.342, -4.082], [-7.833, -1.058, -2.607], [-8.929, -3.131, -2.574], [-7.961, -4.582, -2.920], [-8.241, -3.384, -4.204]], "total_energy_ha": -2065.962992, "charge": -1, "homo_lumo_gap_ev": 6.4}